{
  "formula": "C8H7BrFNO2",
  "method": "wB97M-V/def2-TZVPD",
  "mol_weight_g_mol": 248.05,
  "gap_ev": 9.04,
  "lumo_energy_ev": -1.020,
  "smiles": "C[C@H]1C=C([N+](=O)[O-])[C@H](F)C#C[C@@H]1Br",
  "species": ["C", "C", "C", "C", "N", "O", "O", "C", "F", "C", "C", "C", "Br", "H", "H", "H", "H", "H", "H", "H"],
  "xyz": [[0.363, -1.953, -1.478], [-0.232, -0.685, -0.853], [0.413, -0.575, 0.521], [0.107, 0.394, 1.412], [0.947, 0.499, 2.556], [1.866, -0.294, 2.651], [0.722, 1.330, 3.390], [-1.139, 1.661, 1.380], [-2.361, 1.046, 1.747], [-1.014, 1.800, -0.017], [-0.553, 1.571, -1.112], [0.029, 0.501, -1.799], [-0.921, 0.137, -3.472], [0.136, -1.803, -2.475], [-0.111, -2.911, -1.079], [1.434, -1.961, -1.378], [-1.303, -0.773, -0.726], [1.386, -1.193, 0.623], [-0.882, 2.490, 2.038], [1.113, 0.720, -1.928]],
  "atomic_forces_ev_per_a": [[-1.246, -0.878, 1.703], [1.174, -1.996, 0.694], [0.980, 1.554, -0.423], [-1.962, 0.822, -0.409], [1.333, -1.141, 0.853], [0.349, -0.175, 0.022], [-0.626, 1.247, 0.667], [1.153, -3.800, 0.705], [1.223, 0.963, -0.160], [0.149, 1.247, -2.010], [-1.750, 1.873, 1.821], [1.073, -0.708, -0.376], [0.283, 0.400, -0.280], [-0.280, -0.846, -2.202], [0.778, 1.297, -0.540], [0.479, -0.168, 0.210], [-0.294, 0.040, -0.188], [-2.019, 1.135, 0.438], [-0.118, -0.339, -0.006], [-0.679, -0.528, -0.519]],
  "nbo_charge": [-0.61, -0.28, -0.11, 0.06, 0.49, -0.39, -0.37, 0.16, -0.34, -0.03, 0.03, -0.31, 0.04, 0.22, 0.23, 0.20, 0.24, 0.27, 0.25, 0.26]
}

---

{
  "formula": "C8H7BrO2",
  "method": "wB97M-V/def2-TZVPD",
  "mol_weight_g_mol": 215.05,
  "gap_ev": [5.78, 6.78],
  "lumo_energy_ev": [0.426, -2.939],
  "s_squared": 2.02,
  "spin_multiplicity": 3,
  "species": ["C", "C", "C", "C", "C", "C", "C", "C", "O", "O", "Br", "H", "H", "H", "H", "H", "H", "H"],
  "xyz": [[-1.045, 1.777, 0.855], [0.296, 1.549, 1.168], [-1.647, 0.925, -0.139], [0.943, 0.411, 0.670], [-0.952, -0.025, -0.838], [0.342, -0.342, -0.349], [1.804, -1.330, -2.258], [1.057, -1.616, -0.843], [1.980, -2.055, -3.170], [0.336, -2.782, -0.971], [2.530, 0.466, -2.333], [-1.470, 2.617, 1.355], [1.023, 2.299, 1.668], [-2.646, 0.970, -0.531], [1.993, 0.167, 0.874], [-1.598, -0.541, -1.540], [1.932, -1.747, -0.074], [-0.344, -2.750, -1.757]],
  "atomic_forces_ev_per_a": [[0.528, 1.025, 1.031], [4.305, -1.187, 0.089], [-0.430, -1.779, -2.540], [0.799, 3.699, 2.515], [-1.541, 1.497, 1.705], [-0.513, -4.366, -3.266], [-0.001, -0.426, 0.818], [1.643, 1.777, 0.124], [-0.543, -0.084, 0.456], [-2.119, -0.495, -1.724], [0.122, 0.480, 0.120], [-0.872, 0.324, -0.206], [-1.895, -1.257, -0.321], [-0.564, 0.843, 0.606], [-0.426, 0.545, 0.141], [0.836, -0.440, -0.262], [-1.412, -0.319, -1.505], [2.084, 0.163, 2.217]],
  "nbo_charge": [-0.18, -0.23, -0.17, -0.21, -0.27, 0.02, 0.50, -0.02, -0.48, -0.69, -0.04, 0.21, 0.23, 0.21, 0.21, 0.22, 0.21, 0.49]
}

---

{
  "formula": "C8H7BrO3",
  "method": "wB97M-V/def2-TZVPD",
  "mol_weight_g_mol": 231.05,
  "gap_ev": 8.93,
  "lumo_energy_ev": 0.530,
  "smiles": "C[C@H](OC1=C(Br)O1)c1ccco1",
  "de_lowest_kj_mol": 307.8,
  "species": ["C", "C", "O", "C", "C", "Br", "O", "C", "C", "C", "C", "O", "H", "H", "H", "H", "H", "H", "H"],
  "xyz": [[-0.236, 1.842, 0.789], [0.932, 0.810, 0.485], [1.870, 1.618, -0.339], [2.901, 0.988, -0.744], [3.747, -0.105, -0.929], [4.898, -0.445, 0.601], [3.836, 1.427, -1.466], [0.511, -0.454, -0.185], [-0.139, -0.734, -1.390], [-0.349, -2.102, -1.344], [0.126, -2.550, -0.107], [0.650, -1.557, 0.566], [-0.876, 1.550, 0.003], [0.199, 2.812, 0.660], [-0.591, 1.822, 1.783], [1.352, 0.614, 1.472], [-0.549, -0.123, -2.301], [-0.712, -2.680, -2.142], [0.246, -3.553, 0.199]],
  "atomic_forces_ev_per_a": [[2.433, -1.194, -1.364], [-1.036, 1.178, 1.392], [-0.335, -0.719, 0.366], [0.882, 0.182, -0.432], [-0.373, -1.625, 0.371], [-0.197, 0.296, -0.070], [0.083, 1.267, -0.180], [-0.614, 1.842, -1.029], [-0.201, 1.802, -0.452], [0.748, -1.187, 2.065], [-1.087, -0.543, -3.353], [0.497, 0.600, 0.544], [-1.735, 0.600, -0.425], [0.000, 0.665, -0.373], [-0.694, -0.665, 0.857], [0.736, -0.363, -0.433], [1.352, -0.749, 2.305], [-0.553, -0.787, -0.577], [0.094, -0.602, 0.790]],
  "nbo_charge": [-0.61, 0.06, -0.44, 0.67, -0.16, -0.02, -0.43, 0.19, -0.28, -0.31, 0.11, -0.36, 0.22, 0.23, 0.22, 0.22, 0.25, 0.23, 0.21]
}

---

Repeat the third record exactly.
{
  "formula": "C8H7BrO3",
  "method": "wB97M-V/def2-TZVPD",
  "mol_weight_g_mol": 231.05,
  "gap_ev": 8.93,
  "lumo_energy_ev": 0.530,
  "smiles": "C[C@H](OC1=C(Br)O1)c1ccco1",
  "de_lowest_kj_mol": 307.8,
  "species": ["C", "C", "O", "C", "C", "Br", "O", "C", "C", "C", "C", "O", "H", "H", "H", "H", "H", "H", "H"],
  "xyz": [[-0.236, 1.842, 0.789], [0.932, 0.810, 0.485], [1.870, 1.618, -0.339], [2.901, 0.988, -0.744], [3.747, -0.105, -0.929], [4.898, -0.445, 0.601], [3.836, 1.427, -1.466], [0.511, -0.454, -0.185], [-0.139, -0.734, -1.390], [-0.349, -2.102, -1.344], [0.126, -2.550, -0.107], [0.650, -1.557, 0.566], [-0.876, 1.550, 0.003], [0.199, 2.812, 0.660], [-0.591, 1.822, 1.783], [1.352, 0.614, 1.472], [-0.549, -0.123, -2.301], [-0.712, -2.680, -2.142], [0.246, -3.553, 0.199]],
  "atomic_forces_ev_per_a": [[2.433, -1.194, -1.364], [-1.036, 1.178, 1.392], [-0.335, -0.719, 0.366], [0.882, 0.182, -0.432], [-0.373, -1.625, 0.371], [-0.197, 0.296, -0.070], [0.083, 1.267, -0.180], [-0.614, 1.842, -1.029], [-0.201, 1.802, -0.452], [0.748, -1.187, 2.065], [-1.087, -0.543, -3.353], [0.497, 0.600, 0.544], [-1.735, 0.600, -0.425], [0.000, 0.665, -0.373], [-0.694, -0.665, 0.857], [0.736, -0.363, -0.433], [1.352, -0.749, 2.305], [-0.553, -0.787, -0.577], [0.094, -0.602, 0.790]],
  "nbo_charge": [-0.61, 0.06, -0.44, 0.67, -0.16, -0.02, -0.43, 0.19, -0.28, -0.31, 0.11, -0.36, 0.22, 0.23, 0.22, 0.22, 0.25, 0.23, 0.21]
}

---

Please write out number 1 again, unchanged.
{
  "formula": "C8H7BrFNO2",
  "method": "wB97M-V/def2-TZVPD",
  "mol_weight_g_mol": 248.05,
  "gap_ev": 9.04,
  "lumo_energy_ev": -1.020,
  "smiles": "C[C@H]1C=C([N+](=O)[O-])[C@H](F)C#C[C@@H]1Br",
  "species": ["C", "C", "C", "C", "N", "O", "O", "C", "F", "C", "C", "C", "Br", "H", "H", "H", "H", "H", "H", "H"],
  "xyz": [[0.363, -1.953, -1.478], [-0.232, -0.685, -0.853], [0.413, -0.575, 0.521], [0.107, 0.394, 1.412], [0.947, 0.499, 2.556], [1.866, -0.294, 2.651], [0.722, 1.330, 3.390], [-1.139, 1.661, 1.380], [-2.361, 1.046, 1.747], [-1.014, 1.800, -0.017], [-0.553, 1.571, -1.112], [0.029, 0.501, -1.799], [-0.921, 0.137, -3.472], [0.136, -1.803, -2.475], [-0.111, -2.911, -1.079], [1.434, -1.961, -1.378], [-1.303, -0.773, -0.726], [1.386, -1.193, 0.623], [-0.882, 2.490, 2.038], [1.113, 0.720, -1.928]],
  "atomic_forces_ev_per_a": [[-1.246, -0.878, 1.703], [1.174, -1.996, 0.694], [0.980, 1.554, -0.423], [-1.962, 0.822, -0.409], [1.333, -1.141, 0.853], [0.349, -0.175, 0.022], [-0.626, 1.247, 0.667], [1.153, -3.800, 0.705], [1.223, 0.963, -0.160], [0.149, 1.247, -2.010], [-1.750, 1.873, 1.821], [1.073, -0.708, -0.376], [0.283, 0.400, -0.280], [-0.280, -0.846, -2.202], [0.778, 1.297, -0.540], [0.479, -0.168, 0.210], [-0.294, 0.040, -0.188], [-2.019, 1.135, 0.438], [-0.118, -0.339, -0.006], [-0.679, -0.528, -0.519]],
  "nbo_charge": [-0.61, -0.28, -0.11, 0.06, 0.49, -0.39, -0.37, 0.16, -0.34, -0.03, 0.03, -0.31, 0.04, 0.22, 0.23, 0.20, 0.24, 0.27, 0.25, 0.26]
}